DFT (the ωB97M-V functional and the def2-TZVPD basis) results for C4H4OS in the gas phase.

Calculated values
SMILES   C=CC(=S)C=O
HOMO energy   -0.347 Ha
Total charge   0
Orbital gap   7.549 eV

Last columns: bonded neighbours and bond lengths (Å).
Element x y z (Å)
1 C -1.5781 -0.2119 -0.4164  C2 1.349, H7 1.078, H8 1.080
2 C -0.4428 0.4556 -0.7077  C1 1.349, C3 1.460, H9 1.078
3 C 0.8204 0.5270 0.0206  C2 1.460, S4 1.700, C5 1.494
4 S 2.1134 1.5604 -0.3663  C3 1.700
5 C 1.1143 -0.5289 1.0358  C3 1.494, O6 1.208, H10 1.146
6 O 0.3549 -1.4479 1.2288  C5 1.208
7 H -1.6550 -0.9164 0.3958  C1 1.078
8 H -2.3420 -0.2028 -1.1800  C1 1.080
9 H -0.5090 1.1145 -1.5584  C2 1.078
10 H 2.1239 -0.3497 1.5478  C5 1.146

Atom charges from the Löwdin analysis, given in e for atoms 1 to 4: C 0.08; C -0.20; C -0.68; S 0.73

***

DFT (the ωB97M-V functional and the def2-TZVPD basis) results for CH2O5S in the gas phase.

Calculated values
HOMO energy   -0.452 Ha
Total charge   0
Orbital gap   12.981 eV

Last columns: bonded neighbours and bond lengths (Å).
Element x y z (Å)
1 C -0.8320 0.4911 0.0000  O4 1.414, O5 1.413, O6 1.340, S7 2.115, H8 1.094
2 O 2.4116 0.6600 -0.0004  S7 1.405
3 O 1.2221 -1.4793 -0.0002  S7 1.415
4 O 0.1006 0.4747 1.0628  C1 1.414, S7 1.627
5 O 0.0991 0.4740 -1.0634  C1 1.413, S7 1.629
6 O -1.6502 -0.5703 0.0010  C1 1.340, H9 0.973
7 S 1.2084 -0.0647 0.0003  C1 2.115, O2 1.405, O3 1.415, O4 1.627, O5 1.629
8 H -1.4307 1.4063 0.0006  C1 1.094
9 H -1.1288 -1.3918 -0.0006  O6 0.973

Atom charges from the Löwdin analysis, given in e for atoms 1 to 4: C -0.53; O -0.18; O -0.20; O -0.08

***

DFT (the ωB97M-V functional and the def2-TZVPD basis) results for C3H6N4S in the gas phase.

Calculated values
SMILES   C/N=C1\NN=CNS1
HOMO energy   -0.317 Ha
Total charge   0
Orbital gap   9.060 eV

Last columns: bonded neighbours and bond lengths (Å).
Element x y z (Å)
1 C 0.3938 -2.5686 0.1579  N2 1.438, H9 1.126, H10 1.183, H11 1.082
2 N 1.1481 -1.3596 -0.0333  C1 1.438, C3 1.287
3 C 0.5623 -0.2139 -0.0620  N2 1.287, N4 1.334, S8 1.785
4 N -0.7178 0.0441 0.2089  C3 1.334, N5 1.393, H12 1.051
5 N -1.4192 1.1934 -0.1473  N4 1.393, C6 1.248
6 C -0.8298 2.2847 -0.0110  N5 1.248, N7 1.393, H13 1.098
7 N 0.5533 2.3891 0.1171  C6 1.393, S8 1.722, H14 1.059
8 S 1.4567 1.1847 -0.7178  C3 1.785, N7 1.722
9 H 1.0517 -3.4107 -0.1983  C1 1.126
10 H 0.2741 -2.7219 1.3250  C1 1.183
11 H -0.5230 -2.5956 -0.4158  C1 1.082
12 H -1.3580 -0.7691 0.0249  N4 1.051
13 H -1.4649 3.1703 -0.1402  C6 1.098
14 H 0.8728 3.3730 -0.1082  N7 1.059

Atom charges from the Löwdin analysis, given in e for atoms 1 to 4: C -0.16; N -0.06; C -0.71; N -0.02

***

Sequential energy relative to the best compared isomer or geometry (same formula, charge and spin) output: 159.2, 23.4, 269.3 kJ/mol